[1]
{
  "formula": "C6H12Br6",
  "method": "ωB97M-V with the def2-TZVPD basis set",
  "smiles": "BrCCBr.BrCCBr.BrCCBr",
  "total_energy_ev": -426671.007,
  "de_lowest_ev": 1.0960,
  "homo_ha": -0.3669,
  "homo_lumo_gap_ev": 10.35,
  "e_lumo_ev": 0.369,
  "species": ["Br", "C", "C", "Br", "H", "H", "H", "H", "Br", "C", "C", "Br", "H", "H", "H", "H", "Br", "C", "C", "Br", "H", "H", "H", "H"],
  "positions_angstrom": [[-5.1068, -3.9926, 21.1351], [-5.2516, -4.0093, 19.1307], [-6.6534, -4.3332, 18.5906], [-6.8455, -6.2526, 18.5599], [-4.4542, -4.6931, 18.8396], [-5.0397, -2.9989, 18.7809], [-6.9310, -4.0726, 17.5692], [-7.3999, -3.9936, 19.3086], [-6.0619, -4.3730, 14.8252], [-6.4252, -3.4742, 12.9932], [-7.0141, -4.5686, 12.0926], [-5.6520, -5.7139, 11.3207], [-5.4056, -3.1388, 12.8036], [-7.1119, -2.6407, 13.1411], [-7.4776, -4.1299, 11.2090], [-7.6565, -5.1508, 12.7534], [-2.7053, -1.6836, 19.2645], [-2.8835, -0.7879, 21.0355], [-2.0395, -1.6771, 21.9504], [-0.0397, -1.4700, 21.6034], [-3.9086, -1.0227, 21.3224], [-2.5376, 0.2427, 20.9566], [-2.1978, -2.7114, 21.6450], [-2.2382, -1.6569, 23.0219]],
  "forces_ev_per_a": [[-0.359, 0.020, -1.093], [-0.458, 0.719, -0.360], [0.238, -0.909, 1.247], [-0.260, -0.761, 0.027], [-0.338, 0.100, -0.169], [0.347, -0.071, 0.425], [0.645, 0.614, 0.230], [-0.003, 0.196, -0.294], [-0.404, 0.728, -1.032], [0.614, -1.099, 1.069], [0.727, 0.854, 0.417], [0.006, -0.095, 0.239], [-0.384, 0.021, -0.533], [0.061, -0.215, 0.204], [-0.378, -0.060, 0.368], [-0.229, -0.155, -0.721], [-0.034, 0.894, 0.068], [0.878, -1.784, 0.098], [1.071, -0.520, -0.578], [-1.357, 0.082, 0.481], [-0.102, 0.799, -0.140], [-0.475, -0.183, 0.026], [-0.016, 0.123, 0.111], [0.212, 0.702, -0.090]]
}



[2]
{
  "formula": "C11H15N",
  "method": "ωB97M-V with the def2-TZVPD basis set",
  "smiles": "Cc1c[nH]c2ccccc12.CC",
  "total_energy_ev": -13140.125,
  "de_lowest_ev": 0.6660,
  "homo_ha": -0.2883,
  "homo_lumo_gap_ev": 8.77,
  "e_lumo_ev": 0.921,
  "species": ["C", "C", "C", "C", "C", "C", "C", "C", "C", "N", "H", "H", "H", "H", "H", "H", "H", "H", "H", "C", "C", "H", "H", "H", "H", "H", "H"],
  "positions_angstrom": [[2.2006, -2.8804, -1.2691], [-0.8562, -1.1446, 0.0508], [0.1881, -1.2233, -0.9012], [1.0446, -2.3077, -0.4971], [0.5128, -2.8112, 0.6460], [-1.9365, 0.5287, -1.1461], [-2.0003, -0.3527, -0.0870], [-0.8237, 0.6763, -1.9944], [0.1997, -0.2448, -1.8993], [-0.5972, -2.0882, 1.0317], [-2.6473, 1.3403, -1.2819], [-2.7371, -0.2973, 0.7011], [-0.8519, 1.4579, -2.7361], [1.0252, -0.2446, -2.5947], [-0.7954, -1.9898, 2.0113], [0.9767, -3.5169, 1.3177], [2.7493, -2.2063, -1.9242], [1.8876, -3.7261, -1.8832], [2.8750, -3.2583, -0.5096], [-0.1660, 3.7319, 1.9007], [0.0805, 2.3109, 1.4311], [0.2888, 4.0320, 2.8449], [0.1345, 4.4708, 1.1550], [-1.2358, 3.9379, 1.8964], [-0.0836, 2.3184, 0.3533], [-0.5455, 1.5257, 1.8560], [1.1129, 1.9613, 1.5280]],
  "forces_ev_per_a": [[-0.183, -0.316, 0.535], [-0.259, -0.519, 0.459], [-0.943, 0.455, 0.469], [-0.076, 0.048, -0.985], [0.942, 0.652, 0.334], [-0.146, 1.610, -0.035], [1.297, 0.521, -0.135], [-0.306, -1.240, 0.401], [0.491, -0.217, -0.520], [0.014, -0.506, -0.188], [-0.478, -0.449, 0.263], [-0.278, -0.129, -0.217], [0.193, -0.004, -0.133], [0.131, 0.174, -0.181], [-0.491, 0.047, -0.082], [-0.215, -0.193, -0.033], [-0.188, 0.315, 0.199], [-0.051, 0.001, -0.028], [0.516, -0.234, -0.143], [-0.446, 0.541, -0.247], [0.612, -0.156, -0.743], [-0.182, -0.228, 0.078], [0.631, -0.192, -0.058], [-0.211, -0.190, 0.602], [-0.219, -0.355, -0.045], [-0.165, 0.301, 0.179], [0.011, 0.263, 0.252]]
}



[3]
{
  "formula": "C4H5NO2",
  "method": "ωB97M-V with the def2-TZVPD basis set",
  "smiles": "O=C[C@H]1CN1C=O",
  "total_energy_ev": -9812.298,
  "de_lowest_ev": 2.0172,
  "homo_ha": -0.3659,
  "homo_lumo_gap_ev": 10.59,
  "e_lumo_ev": 0.630,
  "species": ["O", "C", "C", "C", "N", "C", "O", "H", "H", "H", "H", "H"],
  "positions_angstrom": [[2.6200, -0.1808, -0.8105], [1.4215, -0.1011, -0.7470], [0.7197, 0.3310, 0.5008], [-0.5206, 1.1309, 0.2549], [-0.5832, -0.1739, 0.8738], [-1.2206, -1.2276, 0.2126], [-0.6947, -2.0357, -0.5131], [0.7709, -0.2576, -1.6292], [1.3621, 0.5603, 1.3501], [-0.8220, 1.1893, -0.7929], [-0.7545, 2.0049, 0.8497], [-2.2986, -1.2396, 0.4510]],
  "forces_ev_per_a": [[-0.239, -0.027, -0.022], [0.244, -0.040, -0.015], [0.222, 0.053, -0.029], [-0.135, 0.368, -0.085], [-0.127, -0.192, 0.041], [0.060, -0.181, -0.563], [-0.171, 0.272, 0.600], [0.124, -0.078, 0.075], [-0.079, -0.001, -0.249], [-0.018, 0.010, 0.215], [0.006, -0.134, 0.120], [0.113, -0.050, -0.087]]
}



[4]
{
  "formula": "AlBH6O",
  "method": "ωB97M-V with the def2-TZVPD basis set",
  "total_energy_ev": -9405.076,
  "homo_ha": [-0.5913, -0.5894],
  "total_charge": 1,
  "multiplicity": 2,
  "homo_lumo_gap_ev": [10.72, 6.73],
  "e_lumo_ev": [-5.372, -9.304],
  "species": ["Al", "B", "H", "H", "H", "H", "O", "H", "H"],
  "positions_angstrom": [[17.8115, 9.5153, 10.7426], [17.9960, 8.7846, 13.7427], [18.1822, 8.4561, 14.7535], [18.9617, 8.7332, 13.2641], [17.3386, 8.0782, 13.2600], [17.5454, 9.7623, 13.6699], [18.3549, 12.0273, 12.1930], [17.8162, 12.5484, 12.7884], [19.2412, 12.0978, 12.5475]],
  "forces_ev_per_a": [[0.076, 0.414, 0.651], [-1.539, 1.966, -2.253], [1.702, -3.395, 4.122], [5.097, 0.838, -0.380], [-3.883, -3.065, -0.274], [-1.405, 3.622, -1.541], [-0.090, -0.622, -0.567], [-0.336, 0.183, 0.152], [0.378, 0.059, 0.091]]
}



[5]
{
  "formula": "C19H25N9OPbS2",
  "method": "ωB97M-V with the def2-TZVPD basis set",
  "total_energy_ev": -62472.442,
  "de_lowest_ev": 0.0000,
  "homo_ha": -0.5091,
  "total_charge": 2,
  "homo_lumo_gap_ev": 7.47,
  "e_lumo_ev": -6.381,
  "species": ["Pb", "C", "C", "N", "N", "C", "N", "S", "C", "C", "C", "C", "C", "N", "H", "H", "H", "H", "H", "H", "H", "H", "H", "H", "N", "C", "O", "C", "C", "H", "H", "H", "H", "H", "H", "N", "C", "C", "C", "N", "H", "H", "H", "H", "C", "C", "C", "C", "N", "C", "S", "N", "H", "H", "H", "H", "H"],
  "positions_angstrom": [[0.3441, 0.3904, 0.1529], [-2.2230, -1.3437, 4.1481], [-1.2829, -1.3065, 2.9824], [-1.4370, -0.5040, 1.9969], [-2.5036, 0.3532, 2.0279], [-2.8395, 1.0260, 0.9225], [-3.8818, 1.8382, 0.9852], [-2.0495, 0.8337, -0.6028], [-0.1152, -2.2254, 2.8755], [0.2548, -3.0801, 3.9006], [1.3478, -3.9187, 3.7118], [2.0235, -3.8772, 2.5098], [1.5835, -2.9822, 1.5392], [0.5505, -2.1707, 1.7137], [-3.2465, -1.4867, 3.7943], [-2.1789, -0.4084, 4.7141], [-2.0017, -2.1460, 4.8408], [-2.9425, 0.5832, 2.9109], [-4.4700, 1.9170, 1.8009], [-4.1239, 2.3883, 0.1762], [-0.2799, -3.1101, 4.8376], [1.6569, -4.5937, 4.4982], [2.8721, -4.5178, 2.3165], [2.0853, -2.9202, 0.5791], [0.9310, 4.1460, 2.4277], [0.8246, 2.8983, 1.9817], [-0.2518, 2.4205, 1.5988], [2.0983, 2.0682, 1.9382], [1.8287, 0.5859, 1.7696], [0.1261, 4.7519, 2.4069], [1.8136, 4.5324, 2.7180], [2.6583, 2.2345, 2.8626], [2.7169, 2.4539, 1.1236], [1.4022, 0.1122, 2.6473], [2.7013, 0.0355, 1.4252], [1.3561, -1.4952, -2.2466], [1.1705, -2.5707, -3.0224], [0.1466, -3.3085, -2.4653], [-0.2433, -2.5870, -1.3368], [0.4968, -1.4884, -1.2144], [1.9599, -0.6956, -2.3972], [1.7748, -2.7401, -3.8978], [-0.2575, -4.2379, -2.8249], [-1.0057, -2.8078, -0.6081], [0.7816, 3.1888, -6.2913], [0.2784, 2.3704, -5.1479], [-0.8976, 1.6245, -5.2161], [-1.2698, 0.9219, -4.0914], [-0.5447, 0.9278, -2.9670], [0.5593, 1.6650, -3.0096], [1.6047, 1.7270, -1.5771], [1.0054, 2.3802, -4.0258], [0.1768, 3.0494, -7.1837], [1.8167, 2.9252, -6.5066], [0.7726, 4.2437, -6.0145], [-1.4966, 1.6017, -6.1146], [-2.1766, 0.3275, -4.0730]],
  "forces_ev_per_a": [[-0.238, 0.045, -0.255], [0.023, -0.007, 0.001], [-0.033, -0.022, 0.049], [-0.017, 0.011, 0.049], [-0.007, 0.043, 0.009], [0.051, -0.056, -0.034], [0.006, 0.036, -0.054], [0.027, -0.032, 0.132], [0.014, 0.034, -0.039], [-0.001, -0.030, 0.053], [0.009, -0.010, 0.027], [-0.003, 0.012, -0.030], [-0.023, 0.021, 0.032], [0.028, -0.087, -0.027], [-0.005, 0.004, 0.010], [0.000, 0.002, -0.003], [-0.014, -0.013, -0.017], [-0.003, -0.018, 0.001], [-0.004, -0.015, 0.000], [-0.006, 0.009, 0.012], [0.004, 0.003, -0.005], [-0.005, -0.002, -0.002], [0.000, 0.001, -0.002], [0.004, -0.002, -0.002], [-0.023, -0.006, -0.003], [0.019, -0.062, 0.004], [-0.005, 0.057, -0.020], [0.025, -0.029, 0.048], [0.085, 0.068, 0.040], [-0.003, -0.003, 0.000], [0.006, -0.012, 0.001], [0.016, 0.003, -0.017], [0.001, 0.002, 0.001], [-0.019, 0.020, 0.007], [0.004, -0.005, 0.046], [-0.012, -0.042, -0.100], [0.026, 0.016, 0.008], [-0.031, -0.010, 0.035], [-0.022, -0.018, 0.023], [0.078, 0.045, -0.022], [-0.003, 0.015, 0.051], [0.001, 0.013, 0.000], [-0.003, 0.003, 0.004], [-0.001, 0.005, -0.007], [-0.002, -0.020, 0.034], [0.017, 0.014, -0.050], [-0.011, -0.001, 0.016], [-0.016, -0.025, 0.000], [0.059, -0.017, 0.000], [-0.141, 0.067, -0.098], [0.128, 0.007, 0.093], [0.032, -0.015, 0.010], [0.000, 0.006, -0.004], [-0.003, -0.007, 0.001], [-0.008, 0.000, 0.001], [-0.002, 0.000, 0.001], [0.000, 0.004, -0.007]]
}



[6]
{
  "formula": "C2H2N2O2S",
  "method": "ωB97M-V with the def2-TZVPD basis set",
  "smiles": "N#C[C@H](S)[N+](=O)[O-]",
  "total_energy_ev": -20012.540,
  "de_lowest_ev": 3.8088,
  "homo_ha": -0.3923,
  "homo_lumo_gap_ev": 9.97,
  "e_lumo_ev": -0.706,
  "species": ["C", "C", "N", "N", "O", "O", "S", "H", "H"],
  "positions_angstrom": [[-0.2198, 1.2085, -0.0007], [-0.1368, -0.1091, -0.5467], [-0.2764, 2.2721, 0.3922], [1.1466, -0.6997, -0.0114], [2.1601, -0.5439, -0.6858], [1.0705, -1.1901, 1.0982], [-1.6905, -0.8792, 0.0991], [-0.2807, -0.0116, -1.5677], [-1.7730, -0.0470, 1.2228]],
  "forces_ev_per_a": [[0.628, 0.134, -0.457], [-1.807, -0.159, 2.585], [-0.126, 1.419, 0.633], [1.198, -0.439, 0.115], [-1.330, -0.244, 0.583], [0.280, 0.273, -0.946], [0.355, 0.506, 0.746], [0.702, -0.504, -2.187], [0.101, -0.986, -1.071]]
}